DFT (ωB97M-V/def2-TZVPD) results for one molecule with the formula C6H5NO in a non-equilibrium geometry.

Element x y z (Å)
1 C 0.622 1.108 -1.346
2 H -1.254 -1.374 -1.759
3 O -0.633 -0.905 1.381
4 C 0.954 1.526 -2.438
5 C -0.417 -0.708 0.066
6 H -1.607 -2.439 -0.263
7 H 1.419 1.832 -3.307
8 C -0.044 0.203 1.996
9 H -0.198 0.245 3.106
10 N 0.559 0.994 1.161
11 H -0.057 -2.374 -1.165
12 C -0.907 -1.826 -0.833
13 C 0.267 0.430 -0.077

**SMILES string**: C#Cc1ncoc1C
**Kohn-Sham gap**: 9.830 eV
**Spin multiplicity**: 1
**E_HOMO**: -0.3272 Ha

Quick look at the natural (NBO) charges, all values in e:
1 C -0.0202
2 H 0.2402
3 O -0.4190
4 C -0.2099
5 C 0.3148
6 H 0.2395
7 H 0.2268
8 C 0.3023
9 H 0.2082
10 N -0.4119
11 H 0.2333
12 C -0.6562
13 C -0.0478



DFT (ωB97M-V/def2-TZVPD) results for a 3-piece molecular cluster, C5H16O2 overall in a non-equilibrium geometry.

Element x y z (Å)
1 C 0.638 -0.634 0.596
2 C 0.463 1.323 -1.086
3 H 0.606 -0.634 2.856
4 H 2.938 -3.495 0.302
5 H 1.519 1.440 0.888
6 H 1.901 2.801 -1.725
7 H 1.385 -2.020 2.191
8 H 0.318 2.948 -2.512
9 O -5.799 0.513 -0.791
10 C 0.517 -1.366 1.960
11 H 1.283 0.674 -1.510
12 H -6.409 0.055 -0.125
13 C 0.557 0.921 0.496
14 H -0.532 0.870 -1.373
15 C 0.789 2.736 -1.529
16 H -5.278 1.242 -0.353
17 H -0.146 -1.169 -0.017
18 H 1.506 -1.111 0.023
19 H 0.530 3.428 -0.846
20 H 1.691 -3.769 -0.616
21 O 2.261 -4.138 0.039
22 H -0.416 -1.852 2.017
23 H -0.321 1.238 1.115

**SMILES string**: CCCCC.O.O
**Kohn-Sham gap**: 11.457 eV
**Spin multiplicity**: 1
**E_HOMO**: -0.3963 Ha

Quick look at the natural (NBO) charges, all values in e:
1 C -0.4164
2 C -0.3917
3 H 0.1988
4 H 0.4741
5 H 0.1976
6 H 0.2029
7 H 0.2164
8 H 0.2144
9 O -0.9581
10 C -0.6126
11 H 0.1926
12 H 0.4797
13 C -0.3955
14 H 0.2013
15 C -0.6083
16 H 0.4785
17 H 0.1979
18 H 0.1874
19 H 0.2014
20 H 0.4724
21 O -0.9439
22 H 0.2092
23 H 0.2019



DFT (ωB97M-V/def2-TZVPD) results for C21H47InN3O2S as an isolated structure.

Element x y z (Å)
1 H -0.066 0.529 10.049
2 H -1.080 2.894 7.308
3 H 1.297 -0.539 9.753
4 C -2.200 -1.569 6.767
5 H -0.917 0.415 -7.683
6 C -0.789 -2.893 0.180
7 C 0.344 0.029 -0.320
8 S -0.720 -1.591 9.188
9 H 0.932 -1.317 -7.204
10 C 0.379 -0.145 9.310
11 H -0.753 -1.339 -4.557
12 C -1.040 -0.637 -5.334
13 H -1.902 0.138 8.087
14 H 3.290 2.866 -3.627
15 C 0.581 -2.879 2.238
16 H 2.546 0.533 -7.435
17 H 0.483 1.465 -7.592
18 H 1.592 -1.731 -0.116
19 H -1.662 -3.367 0.632
20 H 0.942 3.443 -5.678
21 C -2.732 -0.480 0.144
22 H 1.155 -2.298 2.953
23 H -1.814 1.285 2.949
24 H -1.477 -1.187 -6.169
25 N 0.689 0.974 -4.709
26 C -0.620 0.865 0.516
27 C 3.041 0.704 -5.332
28 H -3.344 -1.279 0.566
29 H 1.587 2.970 -3.150
30 H 2.515 1.520 -2.773
31 H -3.141 -2.117 6.674
32 H -1.102 -2.377 -0.722
33 H -0.064 1.374 1.309
34 H 1.874 2.574 -6.903
35 H -0.957 1.839 -6.639
36 H -2.993 1.676 1.677
37 H -1.383 -2.263 6.576
38 In 0.784 1.000 7.421
39 H -3.391 0.346 -0.126
40 C 2.365 2.299 -3.514
41 H -2.986 -1.080 8.727
42 H 3.971 1.242 -5.535
43 H -2.275 -0.838 -0.774
44 C 0.157 0.154 -5.851
45 H 3.365 -0.858 -6.770
46 H -0.166 -3.447 2.793
47 H 1.402 -1.563 -5.525
48 C 2.606 -0.106 -6.549
49 H -2.152 -0.817 5.980
50 H 1.140 0.673 -0.698
51 C -1.723 0.029 1.176
52 H 3.237 0.022 -4.499
53 H -0.336 3.043 8.727
54 O -0.683 -0.782 3.102
55 H 2.703 3.552 -5.710
56 N -1.055 -1.096 1.919
57 H 1.244 -3.578 1.722
58 C 1.858 2.881 -5.861
59 H -0.092 -3.678 -0.119
60 H 1.599 -0.664 1.286
61 C 0.959 -1.095 0.510
62 O 0.527 0.444 -3.556
63 C -2.066 -0.937 8.159
64 C -0.323 1.032 -7.008
65 N -0.157 2.916 7.733
66 H 2.535 1.199 7.183
67 H 0.041 0.267 6.010
68 C 1.987 1.719 -4.873
69 C 1.271 -0.802 -6.300
70 C -2.481 0.866 2.203
71 H -3.225 0.258 2.720
72 C -0.086 -1.988 1.194
73 H -0.153 -0.369 -1.207
74 H -1.092 1.638 -0.098
75 H -1.796 0.033 -4.922

**Kohn-Sham gap (alpha / beta)**: 5.327 / 5.291 eV
**Spin multiplicity**: 3
**E_HOMO (alpha / beta)**: -0.1312 / -0.1312 Ha
**Charge**: -1

Quick look at the Löwdin charges, all values in e:
1 H -0.0304
2 H -0.1000
3 H -0.0373
4 C -0.1962
5 H 0.0862
6 C -0.0351
7 C -0.1794
8 S 0.6634
9 H 0.1234
10 C -0.6779
11 H 0.0782
12 C -0.0412
13 H 0.0319
14 H 0.0885
15 C -0.0408
16 H 0.1014
17 H 0.0569
18 H 0.1216
19 H 0.0910
20 H 0.0942
21 C -0.0346
22 H 0.0835
23 H 0.0834
24 H 0.0870
25 N -0.1055
26 C -0.1251
27 C -0.1305
28 H 0.0907
29 H 0.0959
30 H 0.0725
31 H 0.0522
32 H 0.0550
33 H 0.1286
34 H 0.0572
35 H 0.0942
36 H 0.0843
37 H 0.0500
38 In 0.3783
39 H 0.0827
40 C -0.0377
41 H 0.0447
42 H 0.1246
43 H 0.0558
44 C -0.4879
45 H 0.1119
46 H 0.0921
47 H 0.1250
48 C -0.1757
49 H 0.0339
50 H 0.1015
51 C -0.4873
52 H 0.1264
53 H -0.0960
54 O -0.0305
55 H 0.0867
56 N -0.1120
57 H 0.0839
58 C -0.0316
59 H 0.0826
60 H 0.1269
61 C -0.1262
62 O -0.0317
63 C -0.5934
64 C -0.0319
65 N -0.2491
66 H -0.1513
67 H -0.1016
68 C -0.4853
69 C -0.1311
70 C -0.0393
71 H 0.0919
72 C -0.4886
73 H 0.0859
74 H 0.1230
75 H 0.0930



DFT (ωB97M-V/def2-TZVPD) results for a 6-piece molecular cluster, C27H65N3O10 overall in a non-equilibrium geometry.

Element x y z (Å)
1 H -5.111 4.809 -19.849
2 H 4.810 1.644 -21.744
3 C -6.038 2.420 -17.486
4 C -7.437 2.894 -20.381
5 H -2.570 1.289 -26.459
6 H 3.241 1.278 -21.170
7 H 7.064 -1.135 -19.516
8 H 3.799 5.076 -18.115
9 C 3.314 3.063 -18.883
10 H -6.993 0.892 -23.313
11 H -2.051 -0.208 -23.348
12 H -2.151 2.242 -22.302
13 C -1.830 5.747 -17.105
14 C -3.141 1.505 -25.556
15 H 2.394 2.621 -19.264
16 H -2.326 0.860 -18.883
17 O -3.939 2.373 -15.895
18 C 4.348 4.271 -22.613
19 O -2.394 6.285 -16.138
20 H 5.333 4.719 -22.488
21 O -2.481 5.575 -18.208
22 O -0.728 5.205 -17.051
23 H -1.094 3.572 -20.064
24 N -2.172 1.702 -24.351
25 H -3.716 0.605 -17.895
26 H -3.207 4.371 -23.705
27 O 6.024 0.789 -19.527
28 H -3.805 3.733 -14.306
29 H -4.602 3.443 -23.927
30 H 0.590 3.827 -19.951
31 H -0.041 2.397 -19.318
32 H -0.364 -1.365 -24.769
33 H 2.630 4.197 -17.299
34 H 7.747 0.043 -18.623
35 C -0.143 3.054 -20.182
36 H 4.445 3.322 -23.142
37 H 4.746 -0.540 -20.399
38 C -5.416 4.403 -18.884
39 C 6.750 -0.269 -18.934
40 H -5.943 2.520 -15.288
41 H -0.430 2.926 -23.959
42 H -1.843 4.907 -18.468
43 H -5.319 3.892 -16.170
44 H -3.802 -0.375 -24.678
45 C -4.232 0.499 -25.168
46 H 1.734 2.107 -23.786
47 O 1.765 2.222 -24.739
48 C 5.587 3.561 -19.973
49 C 2.941 4.436 -18.316
50 H -4.712 0.252 -26.115
51 C -1.379 0.446 -23.904
52 C -3.746 3.535 -23.259
53 C -6.046 2.282 -20.095
54 O 0.144 2.380 -21.399
55 H -2.474 2.508 -14.454
56 H 0.057 0.091 -25.609
57 N -5.278 2.872 -18.821
58 C 4.681 0.403 -19.855
59 O 3.678 1.861 -25.859
60 H -7.940 2.894 -19.414
61 H -6.214 1.248 -19.792
62 H -1.543 3.655 -25.097
63 H -0.432 2.344 -25.641
64 H 5.552 4.638 -19.809
65 H -7.926 2.254 -21.116
66 H -6.153 1.339 -17.560
67 H -5.359 2.454 -20.924
68 H -1.496 -0.642 -25.808
69 H 3.980 0.267 -19.032
70 H -3.554 2.502 -25.711
71 C -6.227 0.274 -23.782
72 N 4.170 3.024 -20.236
73 C 3.496 4.013 -21.288
74 H 2.483 3.683 -21.519
75 H -4.811 4.943 -18.156
76 H -0.602 0.668 -23.173
77 O -5.185 1.109 -24.295
78 H 2.150 4.990 -18.821
79 H -6.458 4.602 -18.632
80 C -5.316 2.803 -16.134
81 H -5.779 -0.358 -23.015
82 H -3.862 0.516 -19.685
83 H -6.781 -0.239 -24.568
84 H -3.180 3.096 -18.121
85 H 3.422 4.982 -20.795
86 H -4.203 3.899 -22.339
87 H 3.932 2.430 -18.246
88 O 3.413 1.094 -23.804
89 H 6.294 3.429 -20.792
90 H -3.305 3.067 -19.761
91 C -2.921 2.196 -23.072
92 H -4.070 2.057 -13.849
93 C -3.542 2.704 -14.550
94 C 3.039 1.778 -24.788
95 H -7.027 2.875 -17.429
96 C -1.054 2.719 -24.828
97 C 4.233 1.566 -20.822
98 C -3.716 2.547 -18.895
99 H -7.521 3.920 -20.737
100 H 6.325 -0.556 -17.972
101 H -3.575 1.425 -22.665
102 H 3.839 4.915 -23.330
103 C -0.750 -0.387 -25.055
104 C -3.401 1.037 -18.846
105 H 6.076 3.131 -19.099

**Kohn-Sham gap (alpha / beta)**: 6.610 / 3.922 eV
**Spin multiplicity**: 2
**E_HOMO (alpha / beta)**: -0.3308 / -0.3308 Ha
**Charge**: +1

Here are the Löwdin charges for atoms 1 to 99, given in e:
1 H 0.1079
2 H 0.1178
3 C -0.0364
4 C -0.0568
5 H 0.1381
6 H 0.1108
7 H 0.0943
8 H 0.0831
9 C -0.1158
10 H 0.0797
11 H 0.1137
12 H 0.0911
13 C -0.9639
14 C -0.0509
15 H 0.0955
16 H 0.0789
17 O -0.2120
18 C -0.0345
19 O -0.0302
20 H 0.0736
21 O 0.0597
22 O -0.0448
23 H 0.0555
24 N -0.1945
25 H 0.0780
26 H 0.0756
27 O -0.2081
28 H 0.0971
29 H 0.0687
30 H 0.0734
31 H 0.1056
32 H 0.0938
33 H 0.0957
34 H 0.0874
35 C -0.1439
36 H 0.0572
37 H 0.1328
38 C 0.0042
39 C -0.1087
40 H 0.1301
41 H 0.0786
42 H 0.0490
43 H 0.1183
44 H 0.1225
45 C -0.1700
46 H 0.0587
47 O 0.0205
48 C -0.0062
49 C -0.0576
50 H 0.1380
51 C -0.1490
52 C -0.0361
53 C -0.1286
54 O -0.0379
55 H 0.0996
56 H 0.0823
57 N -0.1814
58 C -0.1549
59 O -0.0214
60 H 0.0721
61 H 0.1166
62 H 0.0966
63 H 0.0995
64 H 0.0980
65 H 0.0805
66 H 0.1214
67 H 0.0977
68 H 0.0675
69 H 0.1166
70 H 0.1292
71 C -0.0642
72 N -0.1922
73 C -0.1015
74 H 0.0977
75 H 0.0938
76 H 0.1101
77 O -0.2406
78 H 0.0739
79 H 0.0979
80 C -0.1545
81 H 0.0907
82 H 0.0653
83 H 0.0969
84 H 0.1079
85 H 0.1057
86 H 0.0576
87 H 0.1234
88 O -0.0709
89 H 0.1051
90 H 0.0955
91 C -0.1238
92 H 0.0844
93 C -0.0654
94 C -0.8708
95 H 0.1205
96 C 0.0450
97 C -0.0549
98 C -0.1344
99 H 0.0845



Number 1: total energy -361.54170 hartree. Number 2: total energy -350.51994 hartree. Number 3: total energy -1731.26391 hartree. Number 4: total energy -1983.83490 hartree.